43
Properties=species:S:1:pos:R:3 method="wB97M-V/def2-TZVPD" homo_energy_ev=-15.19 total_charge=+2 lumo_ev=-9.5694 e_tot_ev=-34443.901 gap_ev=5.620
C -0.28600 3.13650 -0.60691
N -0.07263 1.91628 -1.13913
N 0.06287 1.87558 -2.48402
C -0.02440 3.14273 -2.82951
C -0.23413 3.91039 -1.71420
B 0.26017 0.50959 -3.31076
N 1.41378 -0.40582 -2.76554
N 1.53732 -0.71173 -1.44439
C 2.61676 -1.49803 -1.23665
C 3.21051 -1.66502 -2.48225
C 2.44188 -0.97174 -3.41286
Pb 0.00756 0.18665 -0.00472
N -1.07510 -0.30742 -3.36554
N -1.67551 -0.82136 -2.23653
C -2.82864 -1.41136 -2.64961
C -2.95688 -1.27332 -4.04650
C -1.82162 -0.58072 -4.45529
H -3.52391 -1.88485 -1.96874
H -1.47282 -0.24950 -5.41797
H -3.74518 -1.61475 -4.67812
H 0.52899 0.86511 -4.39303
H 2.51362 -0.81190 -4.46478
H 0.08839 3.29268 -3.87209
H 4.08282 -2.21852 -2.68667
H -0.35687 4.94601 -1.65959
H 2.88554 -1.85457 -0.24517
H -0.43519 3.21267 0.50364
H -0.84945 -1.69996 -0.20170
C -0.21013 -1.73217 0.78474
H 0.61965 -2.46844 0.53284
H 0.42960 -0.91312 1.47746
H -1.01492 -1.90876 1.59172
F -5.45593 2.42089 2.38598
C -4.31971 1.88404 1.82600
C -3.08460 2.17187 2.40563
C -1.93257 1.60687 1.82830
C -2.10881 0.78837 0.74132
C -3.29574 0.51054 0.13904
C -4.46106 1.06655 0.70709
H -3.00286 2.80445 3.27952
H -0.95753 1.81859 2.26623
H -3.38999 -0.13505 -0.73204
H -5.42759 0.84004 0.27484